(1)
{
  "formula": "C28H32BFO2",
  "method": "ωB97M-V/def2-TZVPD",
  "spin_multiplicity": 1,
  "de_lowest_ev": 0.294,
  "elements": ["F", "O", "O", "C", "C", "C", "C", "C", "C", "C", "C", "C", "C", "C", "C", "C", "C", "C", "C", "C", "C", "C", "C", "C", "C", "C", "C", "C", "C", "C", "C", "B", "H", "H", "H", "H", "H", "H", "H", "H", "H", "H", "H", "H", "H", "H", "H", "H", "H", "H", "H", "H", "H", "H", "H", "H", "H", "H", "H", "H", "H", "H", "H", "H"],
  "positions_angstrom": [[6.546184, 6.675698, 2.969358], [-1.063675, -0.106176, 1.376618], [-0.930332, -0.488336, 3.757884], [2.137620, 4.042523, -1.298465], [-0.101126, 4.842982, -0.782082], [-0.579475, 4.271278, -1.946657], [1.621041, 3.397153, -2.420355], [0.263163, 3.490902, -2.748251], [4.099120, 4.787970, 1.065975], [-0.179784, 1.830222, 2.720720], [-2.731060, -1.680129, 0.730715], [3.119521, -1.035951, 1.111764], [4.206294, 6.997272, 2.806622], [3.827352, -1.422035, 2.257868], [1.584988, 5.120573, 0.948887], [3.200624, -1.343632, 3.509189], [1.807326, -0.549692, 1.219001], [-2.253631, -0.712459, 1.804886], [1.218595, -0.441423, 2.467045], [5.349089, 6.330351, 2.399361], [-2.994257, -1.621433, 4.161023], [1.259490, 4.685484, -0.373723], [1.890160, -0.851839, 3.608047], [2.888546, 5.449314, 1.430756], [2.989173, 6.565442, 2.310181], [-1.136862, -2.745548, 2.918265], [-0.098182, 2.587106, 1.453841], [-1.834311, -1.411480, 3.202149], [-0.188559, 2.484380, 3.882716], [5.332634, 5.266717, 1.501198], [-3.304095, 0.368159, 2.065390], [-0.326868, 0.151897, 2.601083], [3.215348, 4.109626, -1.169932], [4.259563, 7.826777, 3.515423], [3.729356, -1.642836, 4.412324], [0.747923, 5.503287, 1.544736], [1.416311, -0.768100, 4.585356], [-3.748834, -2.275101, 3.708998], [-0.671068, -3.124106, 3.836384], [-1.967430, -2.432602, 0.514310], [-0.345074, -2.628824, 2.164574], [-0.117605, 3.013773, -3.645618], [-2.947709, -1.128512, -0.191647], [-0.884298, 3.348976, 1.409938], [-1.870947, -3.484364, 2.564251], [0.833225, 3.165372, 1.440384], [2.305041, 2.851559, -3.073603], [-2.992450, 1.020680, 2.894119], [-1.615734, 4.448258, -2.244681], [-2.630413, -2.092491, 5.078996], [1.269185, -0.230765, 0.326574], [-3.460741, -0.668628, 4.419976], [3.587272, -1.092654, 0.131832], [-0.745583, 5.485606, -0.173208], [-4.270125, -0.095311, 2.304539], [-3.417379, 0.991208, 1.171322], [4.858916, -1.765721, 2.179684], [2.076158, 7.129942, 2.516324], [-0.122474, 1.987646, 0.539067], [4.072543, 3.923506, 0.401444], [-3.643853, -2.187169, 1.066037], [6.252163, 4.795930, 1.175251], [-0.138047, 3.576921, 3.908332], [-0.269612, 1.976655, 4.848781]],
  "atomic_forces_ev_per_a": [[-1.3, -0.2, -0.8], [-0.5, -0.5, 0.1], [-0.8, 0.3, -0.3], [-0.4, 0.2, -0.1], [0.3, 0.0, 0.2], [-0.1, 0.2, -0.2], [0.4, 0.3, 0.1], [0.2, 0.3, 0.5], [0.1, 0.5, -0.3], [-0.4, -1.2, 0.8], [-0.1, -0.1, 0.2], [-0.1, 0.1, 0.2], [-0.3, 0.2, 0.1], [-0.3, 0.1, 0.0], [0.2, 0.8, -1.3], [-0.3, 0.2, -0.2], [1.2, -0.2, 0.0], [-0.3, -0.5, 0.7], [-1.5, 0.6, -0.1], [1.1, -0.1, 0.7], [-0.1, 0.0, -0.1], [-0.6, -0.3, -0.5], [1.2, -0.3, -0.1], [0.8, -0.2, 0.7], [-0.3, -0.3, -0.3], [0.0, -0.2, 0.0], [-0.2, 0.4, 0.0], [-0.5, 0.0, -0.9], [-0.1, 0.1, 0.2], [-0.7, -0.3, -0.1], [-0.2, 0.0, 0.1], [2.7, 1.2, 0.1], [-0.4, -0.3, 0.0], [0.1, -0.3, -0.3], [0.0, 0.0, -0.2], [0.3, -0.1, -0.3], [0.0, -0.1, -0.2], [0.0, 0.0, 0.1], [-0.1, 0.1, -0.1], [-0.1, 0.2, 0.0], [-0.2, 0.0, 0.2], [0.0, 0.0, 0.2], [0.0, -0.1, 0.1], [-0.1, 0.0, -0.2], [0.3, 0.1, 0.1], [0.5, 0.1, 0.1], [-0.2, 0.2, 0.2], [-0.1, -0.2, -0.2], [0.4, -0.2, 0.1], [0.0, 0.0, -0.1], [0.0, -0.2, 0.1], [0.1, -0.1, 0.0], [0.1, -0.1, 0.1], [0.1, -0.5, -0.1], [0.1, 0.2, 0.0], [0.0, -0.1, 0.0], [-0.2, 0.0, 0.0], [0.3, -0.3, 0.3], [0.0, 0.0, 0.2], [0.1, 0.2, 0.6], [0.1, 0.0, -0.1], [0.0, 0.0, 0.2], [0.1, 0.0, 0.1], [0.0, 0.1, -0.4]]
}



(2)
{
  "formula": "C28H32BrCdN8O6S",
  "method": "ωB97M-V/def2-TZVPD",
  "spin_multiplicity": 1,
  "charge": -1,
  "de_lowest_ev": 0.987,
  "elements": ["Cd", "Br", "S", "O", "O", "O", "O", "O", "O", "N", "N", "N", "N", "N", "N", "N", "N", "C", "C", "C", "C", "C", "C", "C", "C", "C", "C", "C", "C", "C", "C", "C", "C", "C", "C", "C", "C", "C", "C", "C", "C", "C", "C", "C", "C", "H", "H", "H", "H", "H", "H", "H", "H", "H", "H", "H", "H", "H", "H", "H", "H", "H", "H", "H", "H", "H", "H", "H", "H", "H", "H", "H", "H", "H", "H", "H", "H"],
  "positions_angstrom": [[-0.422787, -0.235458, -1.416135], [-0.179413, -1.986239, 0.837278], [2.753624, -7.158064, -3.377848], [-3.849132, -2.280583, -3.169284], [-1.004694, 0.940201, 0.241293], [0.720737, 1.551466, -2.528798], [-2.254295, -1.618394, -1.706387], [1.381874, 2.084770, -4.616788], [-2.845027, 0.589455, -7.214691], [3.744709, 1.564995, -2.724179], [0.216516, -6.958638, -4.008929], [0.806674, -2.190514, -2.708521], [2.261450, 0.178233, 0.026464], [-1.285808, 0.119488, -3.465004], [2.797782, 0.071502, -1.174415], [3.066508, 2.168015, -0.546387], [3.232036, 1.263534, -1.476305], [2.445052, 1.458950, 0.387972], [0.002411, 4.243207, 2.503570], [-1.131103, 1.100894, -5.608851], [1.665380, -2.939883, -2.008564], [-2.391052, 3.640592, 2.951127], [0.155117, -2.771652, -3.712086], [-0.275699, -0.473829, 2.018838], [-1.144428, 3.295336, 2.118654], [1.327198, -6.348869, -3.570967], [-0.696487, 0.770416, 1.486703], [1.511658, 1.152209, 6.106834], [-0.850336, 0.461888, 6.585113], [-0.728046, 1.837669, 2.441304], [-0.373781, 1.575314, 3.758492], [-2.303330, 0.445593, -5.978113], [-2.937218, -0.401687, -5.078365], [0.036186, 0.335936, 4.249031], [0.871965, -1.245478, 6.047516], [0.079795, -0.703954, 3.333426], [-0.663105, 0.919088, -4.325640], [-2.379956, -0.551285, -3.824256], [1.170375, -4.894076, -3.288397], [1.885871, -4.280811, -2.269625], [0.293439, -4.111198, -4.031062], [-2.899776, -1.584840, -2.799909], [-1.484817, 3.586220, 0.650805], [0.603159, 1.583328, -3.786827], [0.391378, 0.172057, 5.727317], [-0.656015, 3.350976, -0.013974], [-1.717412, 4.653984, 0.556837], [-1.212530, 1.480326, 6.424707], [-0.620271, 0.342548, 7.650506], [-2.346668, 3.011644, 0.318131], [-2.199267, 3.566707, 4.024413], [0.389123, -1.702113, 3.615970], [3.787702, 0.683285, -3.216934], [0.256768, -7.945794, -4.188220], [2.112513, 1.867636, 1.329869], [-0.516633, -2.146127, -4.287201], [2.590360, -4.853113, -1.682613], [1.190672, 2.190881, 5.995331], [3.036333, 2.121752, -3.198691], [2.383892, 0.996142, 5.467208], [-1.656578, -0.227815, 6.323520], [2.187901, -2.434318, -1.206569], [1.813763, 1.001001, 7.149054], [0.279429, 4.152239, 3.556451], [-0.676598, -6.495493, -3.990101], [-0.580071, 1.741299, -6.288295], [-0.268089, -4.516553, -4.863842], [1.741080, -1.516252, 5.441592], [0.887677, 4.031890, 1.897014], [-3.831551, -0.949878, -5.342101], [-0.413398, 2.403166, 4.460981], [1.161352, -1.304191, 7.100687], [-2.305924, 1.203276, -7.720238], [-3.205691, 2.955364, 2.704162], [-2.719957, 4.662666, 2.733113], [0.082206, -1.981522, 5.872503], [-0.294721, 5.281481, 2.321321]],
  "atomic_forces_ev_per_a": [[0.1, 0.0, -0.3], [-0.1, 0.1, 0.3], [-0.1, 0.1, 0.0], [0.2, 0.1, 0.1], [0.0, 0.1, 0.4], [0.2, -0.1, -0.3], [-0.3, -0.2, -0.5], [-0.1, -0.1, 0.3], [-0.1, -0.1, 0.0], [0.4, 0.2, 0.2], [0.0, 0.1, 0.0], [0.0, 0.0, 0.2], [0.5, 0.1, 0.0], [-0.2, 0.0, -0.4], [-0.3, 0.2, 0.1], [-0.1, -0.1, 0.0], [0.1, -0.2, 0.0], [-0.2, -0.1, 0.0], [0.0, 0.0, 0.0], [0.0, 0.1, -0.2], [-0.1, 0.1, -0.1], [0.0, 0.0, 0.0], [0.0, 0.1, 0.0], [0.0, -0.1, -0.1], [0.0, -0.1, 0.0], [0.2, -0.2, 0.1], [0.2, 0.0, 0.1], [0.0, 0.0, 0.0], [0.0, 0.0, 0.0], [0.0, 0.1, -0.1], [0.0, 0.0, 0.0], [0.1, 0.0, 0.1], [-0.1, 0.0, -0.1], [0.0, 0.0, 0.0], [0.0, 0.0, 0.0], [0.0, 0.0, 0.0], [0.0, -0.1, 0.2], [0.2, 0.0, 0.1], [-0.1, 0.1, 0.0], [0.0, -0.1, 0.0], [0.0, -0.1, -0.1], [0.0, 0.0, 0.2], [0.0, 0.0, 0.0], [0.1, 0.2, 0.1], [0.0, 0.0, 0.0], [0.0, 0.0, 0.0], [0.0, -0.1, 0.0], [0.0, -0.1, 0.0], [0.0, 0.0, -0.1], [0.0, 0.0, 0.0], [0.0, 0.0, 0.0], [0.0, 0.1, 0.0], [0.0, -0.2, 0.0], [0.0, -0.1, 0.0], [0.0, 0.0, -0.1], [0.0, 0.0, 0.1], [0.0, 0.0, 0.0], [0.0, -0.1, 0.0], [-0.3, 0.1, -0.2], [0.0, 0.0, 0.0], [0.0, 0.0, 0.0], [0.0, 0.0, 0.0], [0.0, 0.0, -0.1], [0.0, 0.0, -0.1], [0.0, 0.0, 0.0], [0.0, 0.0, 0.0], [0.0, 0.0, 0.0], [0.0, 0.0, 0.0], [0.0, 0.0, 0.0], [0.1, 0.0, 0.0], [0.0, -0.1, 0.0], [0.0, 0.0, 0.0], [0.1, 0.1, -0.1], [0.0, 0.0, 0.0], [0.0, -0.1, 0.0], [0.1, 0.0, 0.0], [0.0, -0.1, 0.0]]
}



What did we get for Kohn-Sham gap? Answer: 3.01; 6.38 eV, in the order shown.
What did we get for LUMO? Answer: -3.6; 1.4 eV, in the order shown.